Below is a molecular structure, C31H23ClMnNO5P in a non-equilibrium geometry, with properties calculated with ωB97M-V/def2-TZVPD.

Last column: Löwdin charge in e.
Cartesian coordinates (Å):
Mn (-1.281, 0.292, 1.172)  0.879
O (-0.058, -0.846, 2.633)  -0.038
C (0.310, 0.311, 2.957)  -0.719
O (-0.479, 1.279, 3.083)  -0.019
C (1.787, 0.595, 2.979)  -0.136
C (2.592, 0.672, 4.102)  -0.013
C (3.926, 1.022, 3.964)  -0.072
C (4.442, 1.309, 2.710)  -0.076
C (3.650, 1.205, 1.579)  -0.083
C (2.314, 0.835, 1.704)  -0.272
P (1.185, 0.563, 0.275)  1.136
C (1.809, 1.775, -0.925)  -0.377
C (1.789, 1.490, -2.287)  -0.090
C (2.216, 2.436, -3.200)  -0.075
C (2.640, 3.683, -2.768)  -0.083
C (2.603, 3.993, -1.418)  -0.080
C (2.181, 3.049, -0.500)  -0.122
C (1.866, -1.029, -0.318)  -0.329
C (1.126, -2.179, -0.065)  -0.080
C (1.573, -3.408, -0.515)  -0.064
C (2.765, -3.498, -1.214)  -0.082
C (3.519, -2.358, -1.443)  -0.082
C (3.077, -1.126, -0.998)  -0.095
H (2.181, 0.459, 5.077)  0.120
H (4.559, 1.071, 4.839)  0.105
H (5.474, 1.613, 2.613)  0.103
H (4.064, 1.420, 0.603)  0.103
H (1.451, 0.519, -2.617)  0.113
H (2.224, 2.200, -4.254)  0.105
H (2.992, 4.414, -3.482)  0.102
H (2.911, 4.972, -1.078)  0.105
H (2.162, 3.288, 0.556)  0.111
H (0.187, -2.096, 0.470)  0.078
H (0.976, -4.289, -0.335)  0.107
H (3.100, -4.454, -1.590)  0.102
H (4.451, -2.429, -1.986)  0.102
H (3.656, -0.237, -1.205)  0.101
O (-3.207, -2.685, -2.368)  0.078
C (-3.476, -3.455, -1.290)  -0.262
C (-3.986, -4.743, -1.423)  -0.028
C (-4.308, -5.498, -0.309)  -0.086
C (-4.119, -4.976, 0.960)  -0.089
C (-3.612, -3.699, 1.102)  -0.014
C (-3.278, -2.932, -0.007)  -0.068
C (-2.722, -1.566, 0.209)  -0.614
O (-3.142, -0.900, 1.195)  -0.061
O (-1.846, -1.090, -0.561)  -0.051
H (-3.409, -3.171, -3.176)  0.112
H (-4.140, -5.146, -2.416)  0.110
H (-4.721, -6.490, -0.435)  0.103
H (-4.372, -5.562, 1.831)  0.099
H (-3.461, -3.271, 2.080)  0.121
Cl (-5.782, 3.241, -1.005)  0.703
C (-4.105, 3.326, -0.637)  -0.645
C (-3.376, 4.482, -0.893)  -0.072
C (-2.027, 4.473, -0.574)  -0.037
C (-1.476, 3.343, 0.007)  -0.110
N (-2.187, 2.248, 0.279)  0.024
C (-3.476, 2.232, -0.051)  -0.127
H (-3.850, 5.353, -1.320)  0.112
H (-1.411, 5.341, -0.756)  0.111
H (-0.428, 3.307, 0.274)  0.093
H (-4.022, 1.323, 0.163)  0.111

As for the LUMO energy (alpha / beta): 0.21 / 0.14 eV. The multiplicity is 6. As for the total charge: 0.